The following is a quantum chemistry calculation of C25H25BN8O2V as an isolated structure, from OMol25.

The charge is +2. The value obtained for the HOMO-LUMO gap (alpha / beta) is 6.823 / 4.121 eV. The HOMO energy (alpha / beta) comes out at -14.423 / -14.423 eV. Its spin multiplicity is 4. As for the total energy: -2524.56736 hartree. The expectation value of S² is 3.784.

Geometry as XYZ:
```
62
C25H25BN8O2V | OMol25 | the ωB97M-V functional and the def2-TZVPD basis
C 3.01 0.03 -2.12
N 1.73 0.10 -2.50
N 1.68 -0.15 -3.86
C 2.95 -0.34 -4.31
C 3.83 -0.24 -3.24
B 0.35 -0.10 -4.71
N -0.71 -1.24 -4.43
N -1.43 -1.34 -3.26
C -2.27 -2.38 -3.39
C -2.13 -2.96 -4.67
C -1.14 -2.21 -5.29
V -0.25 -0.27 -1.91
N -0.34 1.25 -4.40
N -0.74 1.45 -3.12
C -1.31 2.67 -3.06
C -1.28 3.27 -4.33
C -0.66 2.34 -5.16
H -1.71 3.04 -2.11
H -0.41 2.36 -6.22
H -1.66 4.25 -4.61
H 0.66 -0.17 -5.88
H -0.70 -2.28 -6.29
H 3.13 -0.53 -5.37
H -2.68 -3.80 -5.08
H 4.92 -0.34 -3.26
H -2.93 -2.65 -2.57
H 3.28 0.18 -1.07
H -2.01 -0.95 -0.13
C -2.22 -1.72 0.62
H -3.07 -2.34 0.29
H -1.33 -2.37 0.75
H -2.46 -1.24 1.58
O -0.53 2.53 -0.20
C -0.26 1.60 0.53
N -0.05 1.75 1.85
C 0.25 0.47 2.44
C 0.31 -0.37 1.18
O 0.68 -1.53 1.12
N -0.11 0.33 0.10
C 1.54 0.54 3.27
C 2.69 -0.21 2.96
C 3.82 -0.15 3.79
C 3.82 0.66 4.92
C 2.69 1.42 5.23
C 1.56 1.36 4.41
C -0.91 0.01 3.34
C -0.86 -1.24 3.98
C -1.92 -1.67 4.79
C -3.05 -0.86 4.96
C -3.12 0.38 4.33
C -2.06 0.82 3.53
H -0.13 2.65 2.35
H 2.75 -0.86 2.11
H 4.70 -0.74 3.56
H 4.69 0.70 5.57
H 2.68 2.05 6.11
H 0.69 1.95 4.68
H 0.00 -1.88 3.86
H -1.88 -2.63 5.28
H -3.87 -1.19 5.58
H -3.99 1.01 4.46
H -2.17 1.78 3.06
```